No. 1
DFT (ωB97M-V/def2-TZVPD) results for the molecule C4H4O2.

Each line ends with the natural charge from an NBO analysis.
Positions of all 10 atoms, in Å:
C (-0.513212, 0.062625, -0.564414)  -0.346
O (0.660536, -1.177976, 0.749877)  -0.502
C (-0.467017, -1.325254, -0.063136)  0.762
C (0.765660, 0.875595, -0.428817)  -0.403
H (-1.451264, 0.534879, -0.824977)  0.241
H (0.571475, 1.943908, -0.507260)  0.237
O (-1.306488, -2.166887, 0.050952)  -0.552
C (0.267873, 0.201098, 0.767402)  0.096
H (-0.237738, 0.507348, 1.670342)  0.227
H (1.710175, 0.544665, -0.849968)  0.241

Cartesian forces (eV/Å) of the 2 atoms listed first:
C -0.40 0.00 0.00
O -0.18 -0.10 0.19

energy above the lowest of the compared OMol25 structures with the same formula, charge and spin = 37.9 kcal/mol
net charge = 0

=====

No. 2
DFT (ωB97M-V/def2-TZVPD) results for the molecule C21H26N4O5.

Each line ends with the natural charge from an NBO analysis.
Positions of all 56 atoms, in Å:
H (-2.164488, -1.604076, 3.890785)  0.190
H (2.068590, -4.077467, 0.494918)  0.211
H (-2.977485, 0.328993, 2.390830)  0.192
H (0.688167, -3.260038, -0.227868)  0.233
H (-3.717946, -2.161505, -0.412686)  0.244
H (3.480022, -2.090587, 0.260744)  0.192
H (-1.110661, 0.825475, 3.706237)  0.209
C (0.084329, 0.503339, -3.431023)  -0.323
H (-0.128482, 1.124423, -4.305788)  0.230
C (-2.039946, 0.035814, 1.901490)  -0.214
C (-1.980955, -2.192542, 0.752549)  0.703
C (2.407416, -1.987964, 0.084988)  -0.090
C (-0.839773, 0.627184, 2.667997)  -0.409
O (-1.528181, -3.324709, 0.771947)  -0.654
C (1.773570, -3.332567, -0.240167)  -0.641
H (-0.533602, 4.270602, 1.357424)  0.230
O (-1.886982, -0.666411, -4.152138)  -0.625
N (0.234786, 1.331623, -2.252710)  -0.429
H (-2.762046, -2.166951, -2.595158)  0.237
H (0.073348, -1.469165, 4.496674)  0.212
C (-1.500517, -1.985351, 3.108523)  -0.232
H (3.551902, 3.199067, 2.074007)  0.219
C (1.452311, 1.322681, -1.573041)  0.690
H (2.096680, -3.658627, -1.224269)  0.219
H (-2.874598, -0.613403, -0.483472)  0.219
O (1.879145, -1.467538, 1.314672)  -0.501
C (-2.732936, -1.691059, -0.472246)  -0.507
H (2.243578, -1.262588, -0.716305)  0.220
H (1.203643, 0.125070, 3.167192)  0.249
C (-0.040530, -1.623867, 3.423357)  -0.393
O (2.373890, 0.624884, -1.953716)  -0.628
O (0.289827, -0.307441, 0.245686)  -0.681
H (1.533659, 4.458144, 2.713465)  0.218
H (1.035721, -0.016811, -3.582376)  0.271
C (1.512540, 3.825152, 1.838409)  -0.184
C (0.328281, 2.907260, -0.041453)  0.239
C (-2.050789, -2.143643, -1.766770)  -0.228
C (2.644387, 2.306846, 0.362107)  -0.152
H (-1.638000, -3.146636, -1.615810)  0.222
H (-1.620940, -3.066870, 3.036937)  0.248
H (0.626856, -2.431637, 3.125522)  0.229
C (1.485414, 2.198833, -0.408947)  -0.210
C (2.656309, 3.113073, 1.477259)  -0.229
H (-2.036377, 0.439000, 0.891488)  0.227
N (-1.000127, -1.228609, -2.147346)  -0.632
C (-0.822777, 2.050081, -1.795299)  0.309
H (-1.733693, 1.963658, -2.375299)  0.199
H (-0.553063, 1.571752, 2.206572)  0.234
C (-1.049414, -0.521555, -3.286149)  0.660
C (0.359935, 3.727028, 1.092883)  -0.244
C (0.345762, -0.338746, 2.670549)  -0.332
H (-0.323379, -0.993920, -1.430963)  0.431
H (3.516515, 1.747158, 0.058302)  0.236
C (0.810148, -0.695127, 1.267759)  0.861
N (-0.834020, 2.801775, -0.762551)  -0.493
N (-1.944241, -1.406064, 1.855508)  -0.450

Cartesian forces (eV/Å) of the 2 atoms listed first:
H 0.02 -0.03 -0.01
H -0.01 -0.11 0.04

energy above the lowest of the compared OMol25 structures with the same formula, charge and spin = 0.0 kcal/mol
net charge = 0

=====

No. 3
DFT (ωB97M-V/def2-TZVPD) results for a cluster of 2 separate species, BrH2O2P in total.

Each line ends with the natural charge from an NBO analysis.
Positions of all 6 atoms, in Å:
Br (0.783488, 1.100594, -2.275226)  -0.044
H (-0.879722, -1.917803, -0.023370)  0.498
O (0.514903, 0.931107, 1.007035)  -0.982
H (-0.205084, 1.408067, 0.713561)  0.496
O (-0.881790, -1.000033, 0.246392)  -0.986
P (0.668204, -0.521932, 0.331607)  1.018

Cartesian forces (eV/Å) of the 2 atoms listed first:
Br 0.02 0.35 -0.52
H -0.32 -0.48 -0.20

spin multiplicity = 3
energy above the lowest of the compared OMol25 structures with the same formula, charge and spin = 0.0 kcal/mol
<S²> = 2.00
net charge = 0

=====

No. 4
DFT (ωB97M-V/def2-TZVPD) results for a structure of composition C24H21ClN3SbSe4Ti.

Each line ends with the natural charge from an NBO analysis.
Positions of all 55 atoms, in Å:
C (0.925502, 4.441104, -2.407650)  -0.338
C (-1.183809, 0.852128, 2.212340)  0.113
C (1.184365, 3.168424, -1.945859)  0.271
H (-0.494459, -2.997618, 4.712167)  0.202
C (-0.760810, 4.682783, -0.739141)  -0.244
H (0.988203, -3.905040, 0.312434)  0.221
H (-1.426049, -0.710769, 4.450947)  0.208
H (0.348765, -2.788177, -2.940333)  0.210
C (-2.635953, 2.714778, 2.665794)  -0.340
Sb (5.869469, -2.056475, -0.151692)  0.723
Se (6.215864, -2.068661, -2.539205)  -0.874
C (-2.094443, -1.562570, -0.962848)  -0.214
H (-2.412277, -0.643402, -0.479948)  0.217
H (0.560566, -0.362195, -2.731780)  0.212
C (-2.111060, 3.355764, 1.581379)  -0.161
H (-1.531799, 5.259173, -0.248819)  0.198
Se (5.000542, -4.197056, 0.576761)  -0.898
H (3.112024, 2.254360, -1.901981)  0.261
C (-0.145179, -0.307336, -1.901189)  -0.912
Cl (-3.327995, -5.373633, -1.098453)  -0.065
H (-2.519392, 0.910171, 3.866244)  0.197
C (2.266299, 2.356194, -2.583124)  -0.645
H (2.596044, 2.824793, -3.509908)  0.203
C (-0.071351, 5.209115, -1.788340)  -0.195
H (-2.459612, 4.347082, 1.325616)  0.195
N (0.504019, 2.625217, -0.908542)  -0.590
H (-0.291339, 6.210794, -2.139516)  0.193
C (-2.826446, -2.719366, -0.760393)  -0.235
N (-0.698052, 1.449698, 1.079623)  -0.678
C (-0.550828, -2.757008, -2.336028)  -0.173
H (-0.943956, -4.854099, -2.590917)  0.216
C (-0.344389, -2.442903, 3.793764)  -0.171
C (-0.461547, 3.372105, -0.290776)  0.143
H (1.272050, -2.319664, -0.442085)  0.242
C (-0.632725, -0.484310, 2.469459)  0.216
C (-1.114598, 2.749782, 0.798277)  0.064
H (-0.821067, 0.543086, -2.069970)  0.219
Ti (0.766256, 0.567940, -0.032380)  1.320
C (-2.135393, 1.429643, 3.001365)  -0.215
C (-1.270381, -3.925775, -2.140199)  -0.249
C (-0.863970, -1.169541, 3.652529)  -0.252
C (0.365036, -2.996106, 2.750357)  -0.224
H (1.497827, 4.826605, -3.239662)  0.201
C (-2.406855, -3.900067, -1.352207)  -0.073
H (-3.404826, 3.180057, 3.268311)  0.193
Se (2.726372, 1.334830, 1.563729)  -0.390
C (1.354361, -2.889213, 0.476517)  -0.673
C (-0.931049, -1.540586, -1.751160)  0.004
N (0.115158, -1.002465, 1.472048)  -0.527
Se (3.200192, -0.117172, -0.246556)  -0.352
H (2.417439, -2.955614, 0.727656)  0.288
H (0.784511, -3.990782, 2.814399)  0.214
H (1.931141, 1.340839, -2.789213)  0.239
H (-3.714050, -2.710235, -0.140519)  0.212
C (0.583676, -2.258633, 1.588663)  0.292

Cartesian forces (eV/Å) of the 2 atoms listed first:
C 0.28 -0.40 -0.08
C -0.23 -0.36 0.67

energy above the lowest of the compared OMol25 structures with the same formula, charge and spin = 9.7 kcal/mol
net charge = -2

=====

No. 5
DFT (ωB97M-V/def2-TZVPD) results for a cluster of 2 separate species, C3H8NP in total.

Each line ends with the natural charge from an NBO analysis.
Positions of all 13 atoms, in Å:
H (2.465596, -1.168000, 0.600835)  0.246
H (1.525852, 1.533854, -0.519391)  0.220
H (-3.342844, -0.494797, -1.084278)  -0.010
H (-3.643706, -0.732242, 0.875930)  -0.006
C (2.163474, 0.929821, 0.122787)  -0.586
H (-4.799079, 0.516991, -0.169550)  -0.033
N (-0.633440, -1.021306, 0.231330)  -0.345
C (0.488449, -0.837888, 0.086618)  0.303
H (2.153657, -0.857061, -1.118442)  0.246
P (-3.434388, 0.331816, 0.018253)  0.045
C (1.887535, -0.556684, -0.099006)  -0.513
H (1.965323, 1.200515, 1.158435)  0.218
H (3.203574, 1.154983, -0.103525)  0.216

Cartesian forces (eV/Å) of the 2 atoms listed first:
H -0.04 0.02 -0.15
H 0.01 0.04 0.00

energy above the lowest of the compared OMol25 structures with the same formula, charge and spin = 6.0 kcal/mol
net charge = 0

=====

No. 6
DFT (ωB97M-V/def2-TZVPD) results for a cluster of 2 separate species, C2HFN2O2 in total.

Each line ends with the natural charge from an NBO analysis.
Positions of all 8 atoms, in Å:
N (-1.256912, 0.512502, -1.202218)  -0.130
C (2.198400, -1.062657, 1.980718)  1.019
O (3.300792, -1.388701, 2.024785)  -0.508
C (-1.358684, 1.246386, -0.254302)  0.454
H (-1.612016, 0.125759, -3.085151)  0.329
N (-1.792018, -0.208552, -2.059080)  -0.392
F (-0.653703, 1.338944, 0.774785)  -0.261
O (1.174141, -0.563681, 1.820463)  -0.512

Cartesian forces (eV/Å) of the 2 atoms listed first:
N -0.78 -0.84 -1.94
C 0.58 1.16 -0.79

energy above the lowest of the compared OMol25 structures with the same formula, charge and spin = 80.1 kcal/mol
net charge = 0